1.
Formula: C2H9N2S2
Source: the OMol25 dataset
Level of theory: ωB97M-V/def2-TZVPD

## Properties
- Frontier orbital gap: 8.82 eV
- Energy above the lowest of the compared OMol25 structures with the same formula, charge and spin: 201.8 kJ/mol
- LUMO energy: -4.49 eV
- Charge: +1

Last column: Löwdin charge in e.
Element x y z (Å)
C 1.041 -0.377 -0.602  -0.5348
C -0.452 -0.254 -0.336  -0.7185
N -1.116 0.848 -0.720  0.0966
N -0.477 0.725 1.753  0.0513
S 1.266 -1.080 -2.312  0.7110
S -1.516 -1.660 0.014  0.8874
H 1.619 -0.772 0.197  0.0780
H 1.389 0.648 -0.725  0.0690
H -2.077 0.979 -0.495  0.1151
H -0.449 1.632 -0.665  0.1412
H -0.974 1.653 1.724  0.0970
H 0.512 0.890 2.192  0.1312
H -0.974 0.154 2.287  -0.0266
H 2.690 -0.810 -2.402  -0.0440
H -0.482 -2.577 0.090  -0.0538

=====

2.
Formula: C20H11Cl5FNO4Pb
Source: the OMol25 dataset
Level of theory: ωB97M-V/def2-TZVPD

## Properties
- Frontier orbital gap: 6.76 eV
- Energy above the lowest of the compared OMol25 structures with the same formula, charge and spin: 97.5 kJ/mol
- LUMO energy: -1.05 eV

Last column: Löwdin charge in e.
Element x y z (Å)
Pb -0.823 -3.473 -1.283  1.4689
Cl 3.794 -1.520 -6.939  0.6765
C 2.997 -2.016 -5.513  -0.7318
C 1.623 -1.946 -5.420  -0.7282
Cl 0.641 -1.305 -6.666  0.6905
C 1.024 -2.627 -4.353  -0.6047
Cl -0.697 -2.772 -4.369  0.6489
C 1.728 -3.080 -3.220  -0.4775
O 1.195 -3.754 -2.250  -0.3201
C 3.162 -2.805 -3.227  -0.6340
Cl 4.054 -3.093 -1.821  0.7415
C 3.782 -2.515 -4.440  -0.7320
Cl 5.452 -2.671 -4.641  0.7106
C -3.074 0.603 3.645  -0.0471
C -1.865 1.499 3.410  -0.2874
C -2.133 2.979 3.076  -0.1330
C -0.917 3.689 2.510  -0.1390
C -0.228 2.834 1.465  -0.1345
C 0.404 3.467 0.404  0.0547
C 0.746 2.744 -0.772  -0.2214
F 1.339 3.436 -1.769  0.0689
C 0.480 1.367 -0.817  0.0704
C 0.016 0.641 0.280  -0.0478
C -0.197 -0.789 0.268  -0.2193
O -0.211 -1.315 -0.965  -0.2456
C -0.456 -1.436 1.525  -0.0059
C -0.767 -0.549 2.576  0.0441
N -0.964 0.782 2.457  0.0076
C -0.483 1.441 1.388  -0.0834
C -0.490 -2.934 1.871  -0.5784
O -0.589 -3.194 3.082  0.0282
O -0.476 -3.800 0.910  -0.2439
H -3.704 1.074 4.428  0.0955
H -2.798 -0.410 4.001  0.0844
H -3.666 0.589 2.690  0.1083
H -1.296 1.359 4.384  0.1698
H -2.391 3.500 3.983  0.1195
H -2.931 3.074 2.342  0.1277
H -0.198 3.932 3.325  0.1354
H -1.325 4.646 2.132  0.1290
H 0.629 4.570 0.574  0.1544
H 0.554 0.853 -1.782  0.1380
H -0.942 -1.072 3.523  0.1419

=====

3.
Formula: C12H14BF4FeIN2
Source: the OMol25 dataset
Level of theory: ωB97M-V/def2-TZVPD

## Properties
- Frontier orbital gap (spin up / spin down): 6.37 / 6.16 eV
- Energy above the lowest of the compared OMol25 structures with the same formula, charge and spin: 0.0 kJ/mol
- LUMO energy (spin up / spin down): -2.99 / -3.20 eV
- ⟨S²⟩: 6.02
- Multiplicity: 5

Last column: Löwdin charge in e.
Element x y z (Å)
C -1.567 -0.013 2.883  -0.1810
C -1.767 -0.106 1.434  -0.2023
H -1.330 -0.979 3.338  0.0660
H -2.532 0.317 3.307  0.0715
H -0.764 0.680 3.178  0.0660
H -2.282 0.757 0.996  0.0835
H -2.360 -0.974 1.114  0.0685
H -0.787 -0.200 0.925  0.0204
C 1.715 -2.170 0.556  -0.0544
C 2.888 -2.108 1.301  -0.0136
C 3.850 -1.134 0.998  -0.0072
C 3.602 -0.223 -0.029  0.0215
H 0.926 -2.893 0.761  0.1342
H 3.046 -2.825 2.108  0.1243
H 4.780 -1.077 1.562  0.1252
H 4.324 0.544 -0.326  0.1210
N 1.498 -1.314 -0.478  -0.0445
C 2.398 -0.295 -0.725  -0.1830
C 1.957 0.625 -1.752  -0.1837
N 0.709 0.329 -2.260  -0.0279
C 0.129 1.156 -3.173  -0.0522
C 2.113 2.534 -3.215  -0.0073
C 0.811 2.265 -3.661  -0.0172
H -0.885 0.895 -3.489  0.1320
H 0.333 2.900 -4.404  0.1222
C 2.685 1.700 -2.255  0.0195
H 3.704 1.839 -1.896  0.1176
H 2.675 3.376 -3.612  0.1241
Fe 0.010 -1.387 -1.673  0.3004
I -1.951 -2.700 -2.216  0.2286
F -4.704 1.011 2.782  0.0513
B -5.596 0.104 2.137  -1.1711
F -6.859 0.119 2.808  0.0517
F -5.735 0.458 0.764  0.0513
F -5.036 -1.210 2.210  0.0447

=====

4.
Formula: C5H11NO
Source: the OMol25 dataset
Level of theory: ωB97M-V/def2-TZVPD

## Properties
- Frontier orbital gap: 8.96 eV
- Energy above the lowest of the compared OMol25 structures with the same formula, charge and spin: 293.6 kJ/mol
- LUMO energy: 0.87 eV
- Structure (SMILES): C=CC(=C)NC.O

Last column: Löwdin charge in e.
Element x y z (Å)
C -0.259 -0.226 2.348  -0.0945
N -0.587 -0.183 0.895  -0.0741
C 0.572 -0.303 0.081  -0.3629
C 1.657 0.483 0.311  0.0234
C 0.530 -0.347 -2.500  0.0043
C 0.438 -0.976 -1.307  -0.1152
H 0.138 0.773 2.596  0.0790
H 0.394 -1.037 2.613  0.0721
H -1.153 -0.364 2.967  0.0786
H -1.297 -0.808 0.572  0.0984
H 1.983 0.805 1.307  0.0468
H 2.359 0.719 -0.505  0.0571
H 0.946 0.649 -2.620  0.0653
H 0.193 -0.948 -3.318  0.0428
H 0.089 -2.002 -1.313  0.0903
H -1.996 0.907 -1.472  0.0179
H -1.663 1.681 -0.045  0.0804
O -2.342 1.177 -0.611  -0.1096

=====

5.
Formula: C3H4O3S
Source: the OMol25 dataset
Level of theory: ωB97M-V/def2-TZVPD

## Properties
- Frontier orbital gap: 8.94 eV
- Energy above the lowest of the compared OMol25 structures with the same formula, charge and spin: 404.8 kJ/mol
- LUMO energy: 0.41 eV

Last column: Löwdin charge in e.
Element x y z (Å)
C 0.230 -0.916 -1.046  -0.3420
C 1.913 -2.035 -0.403  -0.0574
C -1.092 0.426 1.121  -0.2782
O 1.700 -2.547 0.596  0.0323
O 0.309 1.931 -0.625  -0.4534
O 0.236 -0.364 -2.088  -0.0649
S 0.556 0.682 0.370  0.8927
H -1.100 -0.367 1.871  0.0610
H -1.182 1.339 1.528  -0.0283
H -1.925 0.187 0.347  0.0978
H 0.356 1.665 -1.672  0.1404

=====

6.
Formula: C24H45ClO4P2Ru
Source: the OMol25 dataset
Level of theory: ωB97M-V/def2-TZVPD

## Properties
- Frontier orbital gap (spin up / spin down): 6.96 / 3.31 eV
- Energy above the lowest of the compared OMol25 structures with the same formula, charge and spin: 0.0 kJ/mol
- LUMO energy (spin up / spin down): -2.82 / -7.83 eV
- ⟨S²⟩: 8.84
- Charge: +1
- Multiplicity: 6

Last column: Löwdin charge in e.
Element x y z (Å)
Ru 0.132 0.005 0.446  0.9639
C -1.675 1.525 0.807  -0.2482
C -2.198 0.654 -0.125  -0.2598
C -2.069 -0.550 1.778  -0.2242
C -1.441 0.777 2.130  -0.3566
C -2.354 -0.629 0.453  -0.2610
C -1.724 3.036 0.698  -0.0331
H -1.386 3.368 -0.290  0.0793
H -1.110 3.540 1.440  0.0533
H -2.746 3.423 0.816  0.1056
C -1.781 1.557 3.451  0.0294
H -1.610 2.664 3.263  0.0971
H -1.074 1.226 4.071  -0.0420
H -2.837 1.366 3.831  0.1341
C -2.207 -1.666 2.768  -0.0022
H -3.276 -1.760 3.010  0.1111
H -1.684 -1.416 3.689  0.0347
H -1.821 -2.639 2.386  0.0773
C -3.103 -1.823 -0.137  -0.0072
H -4.164 -1.629 0.074  0.1078
H -2.826 -2.741 0.389  0.0633
H -2.961 -1.957 -1.206  0.0723
C -2.902 1.153 -1.394  0.0097
H -3.842 1.591 -1.021  0.1092
H -3.107 0.355 -2.098  0.0624
H -2.338 1.937 -1.894  0.0703
C 1.571 0.472 -2.686  -0.1560
C 0.577 1.320 -2.833  -0.1473
C -0.036 1.610 -4.187  -0.1603
C -0.926 0.453 -4.784  -0.1610
C -1.036 -0.829 -3.976  -0.1140
C 0.002 -1.671 -3.877  -0.1116
C 1.338 -1.367 -4.528  -0.1662
C 2.211 -0.236 -3.862  -0.1631
H 0.748 1.841 -4.925  0.1105
H -0.490 0.201 -5.758  0.1050
H -0.657 2.505 -4.117  0.0988
H 2.480 0.488 -4.654  0.1138
H 1.935 0.153 -1.685  0.0600
H 0.070 1.802 -1.979  0.0751
H 3.148 -0.694 -3.536  0.0978
H 1.930 -2.283 -4.540  0.1001
H -0.056 -2.621 -3.330  0.0952
H 1.168 -1.066 -5.572  0.1071
H -1.927 0.849 -4.954  0.1014
H -1.995 -1.006 -3.494  0.0790
P 1.701 1.756 1.299  0.7786
C 1.394 2.638 2.896  -0.2219
H 2.294 3.270 3.084  0.0692
H 1.267 1.934 3.708  -0.0068
H 0.501 3.288 2.799  0.0443
C 3.438 1.225 1.554  -0.2595
H 3.987 2.086 1.976  0.0514
H 3.877 0.938 0.584  0.0425
H 3.464 0.377 2.262  0.0479
C 1.947 3.287 0.301  -0.2603
H 2.420 3.028 -0.660  0.0419
H 2.601 3.952 0.886  0.0485
H 0.981 3.785 0.123  0.0300
P 0.973 -2.306 0.500  0.7585
C -0.214 -3.632 0.042  -0.2659
H 0.381 -4.475 -0.341  0.0600
H -0.963 -3.324 -0.708  0.0233
H -0.724 -3.967 0.967  0.0441
C 2.611 -2.607 -0.258  -0.2718
H 2.547 -2.735 -1.343  0.0375
H 3.034 -3.508 0.230  0.0519
H 3.287 -1.761 -0.022  0.0420
C 1.388 -3.154 2.080  -0.2772
H 1.604 -4.202 1.793  0.0640
H 0.529 -3.107 2.771  0.0283
H 2.276 -2.675 2.527  0.0511
O -1.036 -0.610 5.575  -0.2515
Cl 0.271 -0.367 4.881  0.8935
O 1.018 0.819 5.431  -0.2584
O 1.090 -1.599 4.629  -0.2886
O 0.104 0.356 2.374  -0.5570